# 1
# H26NO11

A 12-piece molecular cluster, H26NO11 overall (ωB97M-V/def2-TZVPD, the OMol25 dataset).

```
38
H26NO11 ωB97M-V/def2-TZVPD
N 0.113 -0.305 0.192
H -0.213 -0.920 0.756
H 0.370 -0.722 -0.698
H 0.981 0.117 0.466
H -0.561 0.550 -0.099
O 0.692 -1.284 3.399
H 0.968 -2.254 2.975
H 0.576 -1.664 4.233
O 1.826 2.354 1.817
H 2.732 2.256 2.005
H 1.703 3.298 1.863
O -3.152 1.166 -1.478
H -2.714 1.661 -0.937
H -2.364 1.093 -2.097
O -2.337 0.251 1.890
H -2.128 0.077 2.855
H -2.983 -0.254 1.491
O 2.493 -2.453 0.282
H 2.348 -3.301 0.438
H 3.376 -2.033 0.557
O -1.491 -3.105 1.303
H -2.472 -2.538 1.259
H -1.420 -3.469 0.466
O -1.926 -1.589 -1.818
H -1.769 -2.523 -1.587
H -2.791 -1.319 -1.544
O -0.393 0.980 -3.433
H 0.415 0.510 -3.294
H -0.714 0.786 -4.315
O 2.038 -0.146 -2.657
H 2.499 0.574 -2.076
H 2.592 -0.854 -2.643
O 2.491 1.687 -0.682
H 2.771 2.350 -1.263
H 2.271 2.077 0.149
O -1.299 2.791 0.352
H -0.971 3.678 0.750
H -1.552 2.479 1.135
```

E_HOMO: -13.595 eV
orbital gap: 10.63 eV
total charge: +1
energy relative to the best compared isomer or geometry (same formula, charge and spin): 378.8 kJ/mol

# 2
# C24H32N4O4

C24H32N4O4 in the gas phase (ωB97M-V/def2-TZVPD, the OMol25 dataset).

```
64
C24H32N4O4 ωB97M-V/def2-TZVPD
C 5.155 7.619 5.117
C 5.434 6.783 3.868
C 4.170 6.253 3.289
C 3.896 4.968 3.084
C 2.596 4.569 2.505
O 1.786 5.375 2.076
N 2.339 3.234 2.432
C 1.072 2.778 1.886
C 1.188 1.251 1.834
C 1.607 0.673 0.474
C 0.436 -0.244 0.191
C 0.309 -1.077 -0.989
C 1.296 -1.069 -1.975
C 1.156 -1.870 -3.093
C 0.047 -2.680 -3.239
C -0.946 -2.699 -2.257
N -2.039 -3.542 -2.462
C -3.128 -3.759 -1.661
O -3.309 -3.229 -0.592
C -4.117 -4.730 -2.285
C -4.962 -4.008 -3.341
C -5.922 -4.944 -4.076
C -7.023 -5.511 -3.183
C -8.030 -6.326 -3.987
C -0.812 -1.895 -1.134
N -0.443 -0.205 1.112
O -0.093 0.646 2.105
C 2.171 0.959 2.974
C 3.151 2.132 2.899
C 4.314 1.772 1.953
N 4.445 2.560 0.867
O 5.035 0.826 2.175
H 4.680 7.009 5.881
H 4.494 8.449 4.879
H 6.083 8.019 5.519
H 6.111 5.961 4.112
H 5.922 7.417 3.121
H 3.412 6.983 3.030
H 4.616 4.200 3.323
H 0.246 3.062 2.548
H 0.888 3.237 0.911
H 1.701 1.442 -0.295
H 2.544 0.117 0.534
H 2.169 -0.444 -1.872
H 1.918 -1.865 -3.858
H -0.054 -3.304 -4.117
H -2.009 -4.059 -3.331
H -4.760 -5.101 -1.488
H -3.591 -5.573 -2.738
H -5.530 -3.214 -2.854
H -4.300 -3.538 -4.074
H -6.387 -4.386 -4.893
H -5.358 -5.768 -4.521
H -6.586 -6.148 -2.413
H -7.539 -4.688 -2.684
H -8.803 -6.727 -3.337
H -8.505 -5.707 -4.745
H -7.536 -7.158 -4.486
H -1.565 -1.894 -0.365
H 1.621 0.973 3.916
H 2.677 0.000 2.873
H 3.585 2.332 3.885
H 3.868 3.372 0.732
H 5.212 2.394 0.238
```

SMILES: CC/C=C/C(=O)N1C[C@@]2(CC(c3cccc(NC(=O)CCCCC)c3)=NO2)C[C@H]1C(N)=O
E_HOMO: -8.473 eV
orbital gap: 9.06 eV
energy relative to the best compared isomer or geometry (same formula, charge and spin): 300.5 kJ/mol

# 3
# C9H11N3O4S

C9H11N3O4S in the gas phase (ωB97M-V/def2-TZVPD, the OMol25 dataset).

```
28
C9H11N3O4S ωB97M-V/def2-TZVPD
C 0.813 2.949 1.907
C 1.703 1.975 2.666
O 1.574 0.646 2.152
C 0.539 -0.073 2.572
O -0.271 0.291 3.382
C 0.493 -1.420 1.864
C -0.542 -1.315 0.787
C -1.895 -1.328 0.978
S -2.725 -1.132 -0.509
C -1.168 -1.034 -1.307
C -1.100 -0.863 -2.739
N -2.214 -1.036 -3.346
O -2.254 -0.915 -4.703
C 0.197 -0.453 -3.409
N 1.305 -0.912 -2.793
O 0.211 0.207 -4.422
N -0.160 -1.143 -0.498
H 0.982 3.957 2.274
H -0.233 2.691 2.057
H 1.037 2.914 0.844
H 2.758 2.224 2.542
H 1.441 1.969 3.729
H 1.463 -1.636 1.422
H 0.210 -2.186 2.585
H -2.424 -1.431 1.903
H -3.179 -1.081 -4.942
H 1.240 -1.254 -1.843
H 2.196 -0.610 -3.153
```

SMILES: CCOC(=O)Cc1csc(/C(=N/O)C(N)=O)n1
E_HOMO: -8.902 eV
orbital gap: 8.69 eV
energy relative to the best compared isomer or geometry (same formula, charge and spin): 146.8 kJ/mol

# 4
# C21H55ClFN8O3P3

A 3-piece molecular cluster, C21H55ClFN8O3P3 overall (ωB97M-V/def2-TZVPD, the OMol25 dataset).

```
92
C21H55ClFN8O3P3 ωB97M-V/def2-TZVPD
H 2.091 -0.178 0.230
N 1.205 0.323 0.226
C 1.388 1.556 -0.005
C 0.231 2.518 -0.051
P 0.728 4.295 -0.371
C -0.268 4.845 1.180
C -0.537 6.370 1.168
N -1.654 6.753 0.293
C 2.332 4.838 0.375
C 3.158 5.851 -0.451
C 4.405 5.172 -1.031
Cl 5.695 5.108 0.216
C 1.539 3.829 -2.094
C 0.514 3.269 -2.994
O -0.216 3.942 -3.650
F 0.414 1.928 -2.995
H 2.406 1.934 -0.141
H -0.210 2.466 0.943
H -0.537 2.184 -0.746
H -0.096 5.208 -1.088
H 0.254 4.581 2.104
H -1.259 4.383 1.191
H 0.360 6.938 0.921
H -0.868 6.611 2.180
H -1.341 6.948 -0.648
H -2.322 5.997 0.222
H 2.933 3.968 0.639
H 2.089 5.318 1.318
H 2.604 6.294 -1.275
H 3.549 6.609 0.223
H 4.221 4.139 -1.307
H 4.806 5.691 -1.896
H 2.399 3.165 -2.005
H 1.892 4.722 -2.607
C -1.682 -2.037 -2.465
N -0.670 -2.376 -3.445
C 0.369 -1.349 -3.457
P -1.005 -2.977 -5.012
O 0.255 -3.704 -5.345
N -2.094 -4.359 -4.946
C -2.717 -4.780 -3.696
C -1.537 -5.566 -5.566
N -2.269 -1.832 -5.419
C -3.686 -2.150 -5.413
C -1.929 -1.188 -6.713
H -2.209 -1.099 -2.696
H -1.199 -1.913 -1.493
H -2.415 -2.826 -2.335
H 0.015 -0.419 -3.925
H 1.243 -1.697 -4.009
H 0.699 -1.117 -2.443
H -1.995 -4.882 -2.876
H -3.200 -5.749 -3.833
H -3.528 -4.122 -3.381
H -0.819 -6.076 -4.913
H -1.043 -5.345 -6.507
H -2.351 -6.261 -5.785
H -3.947 -3.025 -6.014
H -4.226 -1.292 -5.820
H -4.061 -2.262 -4.397
H -1.992 -1.891 -7.553
H -0.909 -0.792 -6.679
H -2.590 -0.346 -6.914
C 1.996 -1.347 6.299
N 0.741 -0.813 5.813
C 0.079 -0.057 6.872
P -0.373 -1.696 4.850
O -1.108 -0.601 4.151
N 0.420 -2.417 3.460
C 1.868 -2.367 3.295
C -0.163 -2.000 2.176
N -0.353 -3.171 5.798
C 0.353 -4.377 5.406
C -1.751 -3.528 6.151
H 1.869 -2.064 7.125
H 2.607 -0.521 6.670
H 2.578 -1.819 5.515
H -0.331 -0.716 7.653
H -0.740 0.535 6.461
H 0.777 0.637 7.342
H 2.275 -1.355 3.424
H 2.134 -2.705 2.292
H 2.398 -3.054 3.956
H 0.169 -1.005 1.875
H -1.249 -2.004 2.209
H 0.129 -2.705 1.393
H 0.102 -4.732 4.404
H 0.094 -5.166 6.116
H 1.431 -4.253 5.506
H -2.331 -3.840 5.274
H -2.256 -2.669 6.604
H -1.773 -4.334 6.885
```

SMILES: [H]/N=C/C[PH](CCN)(CCCCl)CC(=O)F.CN(C)P(=O)(N(C)C)N(C)C.CN(C)P(=O)(N(C)C)N(C)C
E_HOMO: -8.392 eV
orbital gap: 8.88 eV

# 5
# C20H28AsI2N4SSe3TaTe

C20H28AsI2N4SSe3TaTe as an isolated structure (ωB97M-V/def2-TZVPD, the OMol25 dataset).

```
61
C20H28AsI2N4SSe3TaTe ωB97M-V/def2-TZVPD
Ta 0.871 -1.675 -2.218
C -1.764 4.378 -3.020
C -0.921 3.242 -3.481
N -1.500 1.985 -2.982
C -0.914 0.769 -2.762
S 0.753 0.510 -3.229
N -1.733 -0.152 -2.235
N -1.132 -1.342 -1.872
C -1.992 -2.077 -1.177
C -3.448 -1.816 -1.034
C -1.456 -3.359 -0.797
C -2.092 -4.310 0.009
C -1.452 -5.529 0.282
C -0.171 -5.718 -0.333
C 0.394 -4.767 -1.117
N -0.165 -3.567 -1.279
H -2.829 4.272 -3.297
H -1.361 5.326 -3.396
H -1.640 4.402 -1.955
H 0.057 3.426 -2.977
H -0.733 3.136 -4.556
H -2.500 1.983 -2.792
H -4.021 -2.481 -1.646
H -3.711 -0.800 -1.351
H -3.754 -2.064 -0.044
H -2.977 -3.972 0.540
H -1.879 -6.307 0.900
H 0.317 -6.705 -0.255
H 1.368 -4.984 -1.615
I 6.670 5.430 -2.091
C 6.114 3.849 -3.401
I 6.574 1.824 -2.782
H 6.744 3.966 -4.268
H 5.038 3.906 -3.508
Se 1.827 -1.095 -0.058
Se 4.013 -2.034 -0.495
Te 3.531 -2.405 -3.090
Se 1.429 -3.140 -4.295
C -1.631 3.409 1.786
As -0.121 1.993 1.911
C 1.364 3.254 1.907
C -0.192 1.530 3.977
C -0.132 0.044 3.998
C 1.010 -0.618 4.581
C 1.165 -1.962 4.570
C 0.103 -2.789 4.056
C -0.978 -2.194 3.398
C -1.122 -0.805 3.444
H -1.432 4.272 1.136
H -1.791 3.664 2.849
H -2.520 2.932 1.324
H 1.627 3.559 2.929
H 1.144 4.123 1.246
H 2.055 2.580 1.488
H -1.068 2.029 4.409
H 0.671 1.977 4.505
H 1.691 0.064 5.120
H 2.032 -2.385 5.080
H 0.301 -3.810 3.991
H -1.818 -2.686 2.948
H -1.915 -0.286 3.024
```

E_HOMO (spin up / spin down): -12.663 / -12.663 eV
orbital gap (spin up / spin down): 3.93 / 3.93 eV
total charge: +2
energy relative to the best compared isomer or geometry (same formula, charge and spin): 327.6 kJ/mol

# 6
# C3H8N4S

C3H8N4S in the gas phase (ωB97M-V/def2-TZVPD, the OMol25 dataset).

```
16
C3H8N4S ωB97M-V/def2-TZVPD
N -2.300 0.784 -0.325
N -2.048 0.057 0.871
C -1.029 -0.721 0.749
N -0.286 -0.911 -0.398
C 1.149 -1.083 -0.268
C 1.933 0.183 0.027
N 1.224 1.315 0.081
S 3.579 0.112 0.263
H -2.787 0.191 -0.971
H -2.980 1.463 -0.082
H -0.722 -1.273 1.640
H -0.583 -0.300 -1.147
H 1.564 -1.498 -1.173
H 1.340 -1.808 0.525
H 1.724 2.179 0.273
H 0.220 1.310 -0.063
```

SMILES: N/N=C\NCC(N)=S
E_HOMO: -8.338 eV
orbital gap: 9.11 eV
energy relative to the best compared isomer or geometry (same formula, charge and spin): 57.1 kJ/mol